Entry 1:
Here is a structure of composition C56H49BBiNO3P2 from OMol25. Energies are from the ωB97M-V functional and the def2-TZVPD basis.

E_HOMO	-12.784	eV
frontier orbital gap	0.2613	Ha
LUMO	-5.674	eV
charge	+2
relative energy (zero: lowest compared OMol25 entry of this formula, charge and spin)	28.80	kcal per mole

The geometry in XYZ format:
```
113
Properties=species:S:1:pos:R:3:lowdin_charge:R:1
Bi 0.2851 -0.9384 -0.5388 1.568
C -7.0827 0.9962 -0.5240 -0.006
C -6.1442 -0.1009 0.0096 -0.429
C -6.9327 -1.0769 0.9019 -0.004
C -5.5462 -0.8627 -1.1599 -0.088
C -6.3756 -1.5193 -2.0662 0.004
C -5.8709 -2.2598 -3.1203 -0.037
C -4.5024 -2.3571 -3.2896 -0.067
C -3.6401 -1.6905 -2.4229 -0.270
P -1.8498 -1.9091 -2.5127 0.999
C -1.6414 -3.5091 -1.6803 -0.409
C -1.8427 -3.5027 -0.2944 -0.175
C -1.7103 -4.6651 0.4454 -0.073
C -1.3737 -5.8534 -0.1909 -0.062
C -1.1946 -5.8739 -1.5651 -0.055
C -1.3312 -4.7101 -2.3104 -0.072
C -1.3786 -2.1080 -4.2460 -0.378
C -2.0972 -1.5135 -5.2825 -0.092
C -1.6102 -1.5489 -6.5811 -0.059
C -0.3978 -2.1617 -6.8589 -0.058
C 0.3397 -2.7281 -5.8281 -0.063
C -0.1400 -2.6922 -4.5298 -0.120
C -4.1794 -0.9599 -1.3663 -0.179
O -3.2507 -0.3709 -0.5220 -0.048
C -3.6944 0.3826 0.5258 -0.179
C -2.6960 1.0212 1.2704 -0.252
C -3.0619 1.8582 2.3283 -0.072
C -4.3938 2.0104 2.6602 -0.036
C -5.3586 1.3532 1.9181 0.010
C -5.0400 0.5448 0.8314 -0.079
P -0.9866 1.0607 0.7442 1.005
C 0.0436 1.2913 2.2096 -0.379
C 1.2623 1.9620 2.1069 -0.087
C 2.1285 2.0034 3.1876 -0.034
C 1.7837 1.3817 4.3791 -0.040
C 0.5662 0.7228 4.4899 -0.069
C -0.2990 0.6676 3.4098 -0.111
C -0.8016 2.4207 -0.4141 -0.375
C -0.4944 3.7119 0.0070 -0.070
C -0.3879 4.7269 -0.9299 -0.045
C -0.6022 4.4615 -2.2758 -0.044
C -0.9373 3.1806 -2.6928 -0.047
C -1.0382 2.1598 -1.7633 -0.111
H -7.8926 0.5597 -1.1089 0.089
H -6.5417 1.6989 -1.1594 0.104
H -7.5389 1.5525 0.2958 0.088
H -7.7488 -1.5366 0.3430 0.091
H -7.3711 -0.5539 1.7533 0.090
H -6.2879 -1.8722 1.2798 0.101
H -7.4489 -1.4608 -1.9329 0.123
H -6.5390 -2.7744 -3.7990 0.120
H -4.0993 -2.9655 -4.0898 0.117
H -2.1523 -2.5872 0.2038 0.074
H -1.8844 -4.6486 1.5131 0.109
H -1.2709 -6.7676 0.3806 0.114
H -0.9610 -6.8047 -2.0663 0.116
H -1.2094 -4.7514 -3.3854 0.105
H -3.0374 -1.0143 -5.0875 0.103
H -2.1845 -1.0928 -7.3771 0.115
H -0.0243 -2.1923 -7.8742 0.115
H 1.2938 -3.1970 -6.0338 0.114
H 0.4566 -3.1316 -3.7366 0.101
H -2.3115 2.3966 2.8906 0.113
H -4.6779 2.6507 3.4849 0.121
H -6.4001 1.4860 2.1830 0.125
H 1.5345 2.4824 1.1936 0.101
H 3.0692 2.5318 3.0945 0.120
H 2.4558 1.4246 5.2269 0.119
H 0.2837 0.2597 5.4275 0.113
H -1.2446 0.1454 3.5074 0.114
H -0.3344 3.9306 1.0569 0.115
H -0.1439 5.7308 -0.6066 0.119
H -0.5154 5.2606 -3.0017 0.119
H -1.1174 2.9762 -3.7403 0.118
H -1.3236 1.1644 -2.0962 0.070
N 1.1674 -1.5425 1.6490 0.064
C 1.4579 -2.2101 2.5320 -0.082
C 1.8194 -3.0353 3.6290 -0.214
C 1.0503 -2.9795 4.7961 -0.020
C 1.4005 -3.7888 5.8619 -0.047
C 2.4996 -4.6326 5.7600 -0.038
C 3.2581 -4.6805 4.5971 -0.045
C 2.9257 -3.8812 3.5177 -0.009
H 0.1976 -2.3177 4.8565 0.110
H 0.8190 -3.7636 6.7744 0.118
H 2.7674 -5.2637 6.5983 0.121
H 4.1116 -5.3427 4.5343 0.120
H 3.5084 -3.9085 2.6063 0.126
C 7.0974 4.6077 1.2790 -0.039
C 7.2106 3.3820 0.3595 -0.561
C 7.8858 2.2523 1.1363 -0.067
C 8.0914 3.7257 -0.8524 -0.039
C 5.8129 2.9900 -0.1179 -0.150
C 5.0846 3.8941 -0.9079 -0.008
C 3.8086 3.6343 -1.3846 0.039
C 3.2703 2.4152 -1.0328 -0.184
O 2.0194 1.8800 -1.3442 0.129
B 2.0099 0.6718 -0.7091 -0.782
O 3.1776 0.3831 -0.0557 0.121
C 3.9686 1.5138 -0.2554 -0.175
C 5.2393 1.7649 0.2190 0.076
H 8.0896 4.9066 1.6252 0.093
H 6.4852 4.3865 2.1568 0.088
H 6.6552 5.4620 0.7640 0.081
H 8.8860 2.5670 1.4358 0.092
H 7.9936 1.3484 0.5315 0.091
H 7.3374 2.0003 2.0485 0.086
H 9.1050 3.9583 -0.5191 0.092
H 7.7189 4.5944 -1.3963 0.079
H 8.1480 2.8872 -1.5498 0.095
H 5.5379 4.8429 -1.1623 0.116
H 3.2681 4.3427 -1.9990 0.128
H 5.7592 1.0299 0.8199 0.123
```


Entry 2:
Here is a structure of composition C56H50N4PdS2Sb from OMol25. Energies are from the ωB97M-V functional and the def2-TZVPD basis.

E_HOMO (alpha / beta)	-9.482 / -9.540	eV
spin multiplicity	3
frontier orbital gap (alpha / beta)	0.2157 / 0.2051	Ha
expectation value of S²	2.02
LUMO (alpha / beta)	-3.612 / -3.959	eV
charge	+1

The geometry in XYZ format:
```
114
Properties=species:S:1:pos:R:3:lowdin_charge:R:1
Pd -0.5807 0.8516 0.0417 0.578
C -1.1683 1.3818 4.7946 -0.076
C 0.2773 1.7859 4.4809 -0.182
C 0.3461 2.9920 3.5757 -0.160
C 0.1825 4.2216 4.2033 -0.043
C 0.1910 5.4087 3.4978 -0.056
C 0.3853 5.3755 2.1281 -0.037
C 0.5429 4.1791 1.4442 -0.155
C 0.8011 4.2561 -0.0477 -0.184
C -0.4928 4.2933 -0.8742 -0.076
C 0.5048 2.9609 2.1662 -0.152
N 0.7160 1.7564 1.4342 0.070
C 1.8466 0.9536 1.7562 -0.124
C 2.0059 -0.8588 0.4943 -0.286
C 2.7273 -2.1154 0.1340 0.039
C 1.9996 -2.7354 -0.7927 0.003
C 0.8166 -1.8853 -1.0484 -0.106
N 0.8052 -0.8204 -0.3497 0.018
H -1.1926 0.5818 5.5427 0.078
H -1.6751 1.0283 3.8958 0.052
H -1.7265 2.2322 5.1962 0.079
H 0.8147 0.9403 4.0711 0.080
H 0.7735 2.0411 5.4179 0.119
H 0.0565 4.2389 5.2825 0.122
H 0.0705 6.3549 4.0141 0.112
H 0.4414 6.3041 1.5665 0.122
H 1.4125 3.4137 -0.3577 0.067
H 1.3649 5.1705 -0.2454 0.115
H -1.0407 3.3671 -0.7646 0.025
H -0.2848 4.4448 -1.9370 0.082
H -1.1463 5.0967 -0.5305 0.080
H 2.4837 1.3819 2.5305 0.157
H 3.6582 -2.4437 0.5779 0.129
H 2.2117 -3.6812 -1.2782 0.111
H 0.0204 -2.1002 -1.7541 0.098
S 5.3360 3.1117 -3.4729 1.053
C 6.9324 3.5655 -3.8510 -0.406
C 7.8041 3.2013 -2.8707 -0.172
C 7.1613 2.5399 -1.7946 -0.116
C 5.8088 2.4071 -1.9649 -0.478
C 4.8353 1.7650 -1.0797 -0.182
C 3.3897 1.8185 -1.3902 -0.082
N 2.4537 1.2885 -0.7274 0.126
C 2.7497 0.5384 0.4689 -0.215
C 4.2049 0.4614 0.8663 -0.130
C 4.6382 -0.1746 1.9680 -0.019
C 3.8940 -0.9219 2.9433 -0.019
C 2.5771 -1.1765 3.0020 -0.142
C 2.0840 -1.9938 4.0819 0.009
C 0.7935 -2.3129 4.2006 -0.191
C -0.1115 -1.7792 3.1703 -0.064
N 0.2020 -1.0160 2.2147 0.130
C 1.5790 -0.6335 2.0074 -0.230
C 0.2333 -3.1108 5.2929 -0.486
C -1.0647 -3.5095 5.4643 -0.121
C -1.2776 -4.2538 6.6569 -0.173
C -0.1367 -4.4063 7.3778 -0.403
S 1.1944 -3.6524 6.6224 1.060
C 5.1796 1.1120 0.0292 0.032
H 7.1403 4.0789 -4.7799 0.073
H 8.8676 3.3982 -2.9153 0.110
H 7.6872 2.1841 -0.9159 0.112
H 3.0732 2.3885 -2.2673 0.095
H 5.7122 -0.1242 2.1285 0.121
H 4.4749 -1.3679 3.7444 0.122
H 2.7988 -2.3658 4.8081 0.110
H -1.1687 -2.0344 3.2329 0.118
H -1.8562 -3.2918 4.7547 0.106
H -2.2359 -4.6556 6.9602 0.109
H -0.0047 -4.9211 8.3210 0.075
H 6.2242 1.0524 0.3221 0.126
C -3.5055 -2.8581 -2.9129 -0.071
C -4.6845 -2.0870 -2.3632 -0.324
C -5.9823 -2.5422 -2.5829 -0.044
C -7.0807 -1.8460 -2.0950 -0.070
C -6.8961 -0.6863 -1.3561 -0.074
C -5.6077 -0.2124 -1.1306 -0.114
C -4.5094 -0.8938 -1.6455 -0.341
Sb -2.5505 -0.0374 -1.5005 1.548
C -3.1456 1.7213 -0.3879 -0.371
C -2.8527 1.6097 0.9828 -0.210
C -3.0931 2.6730 1.8567 -0.076
C -3.6263 3.8463 1.3679 -0.058
C -3.9388 3.9559 0.0159 -0.044
C -3.7014 2.9212 -0.8804 -0.303
C -4.0649 3.1174 -2.3294 -0.033
C -2.4467 0.5925 -3.5657 -0.324
C -3.5842 0.4508 -4.3637 -0.142
C -3.5796 0.8299 -5.6986 -0.072
C -2.4261 1.3631 -6.2531 -0.069
C -1.2859 1.4878 -5.4747 -0.048
C -1.2651 1.0952 -4.1349 -0.303
C 0.0399 1.1910 -3.3834 -0.079
H -3.8183 -3.8181 -3.3243 0.082
H -2.7679 -3.0539 -2.1285 0.062
H -3.0082 -2.2980 -3.7141 0.073
H -6.1340 -3.4548 -3.1524 0.114
H -8.0815 -2.2139 -2.2899 0.108
H -7.7472 -0.1443 -0.9621 0.107
H -5.4654 0.6922 -0.5523 0.092
H -2.5678 0.6594 1.4048 0.070
H -2.8766 2.5718 2.9138 0.089
H -3.8248 4.6744 2.0399 0.113
H -4.3836 4.8754 -0.3549 0.118
H -4.6299 4.0417 -2.4601 0.085
H -4.6721 2.2912 -2.6977 0.070
H -3.1749 3.1736 -2.9599 0.083
H -4.4973 0.0450 -3.9422 0.093
H -4.4754 0.7111 -6.2978 0.109
H -2.4115 1.6768 -7.2909 0.109
H -0.3815 1.8983 -5.9133 0.112
H 0.7567 1.7933 -3.9475 0.080
H 0.4848 0.2020 -3.2407 0.074
H -0.0660 1.6336 -2.3994 0.022
```


Asked for E across the records above, the calculation gives -91583.64506, -96522.65695 eV in order.